23
Properties=species:S:1:pos:R:3:forces:R:3 method="wB97M-V/def2-TZVPD" lumo_ev=-2.8583 charge=+1 e_homo_ev=-12.83 max_force_ev_per_a=0.57 e_tot_ev=-10346.0492 homo_lumo_gap_ev=9.97 e_above_lowest_kcal_mol=16.9
C 1.08913 -0.42702 1.83438 0.032 0.018 -0.262
N 2.97787 -0.03024 -1.28316 0.011 -0.231 0.289
C 2.66296 -0.21534 -0.01252 -0.012 0.144 -0.092
N 1.44579 -0.20160 0.42573 -0.134 -0.330 0.129
H 1.10677 0.50823 2.38415 -0.029 0.089 0.058
H 1.78121 -1.13228 2.27955 0.094 -0.056 0.085
H 0.08991 -0.84811 1.86955 -0.090 0.000 0.029
H 2.23880 0.01083 -1.96949 0.133 0.100 -0.136
H 3.94027 -0.12116 -1.56504 -0.124 0.054 -0.165
H 3.47411 -0.36423 0.68857 0.050 0.016 0.066
H 0.69679 -0.12278 -0.29086 0.171 0.138 0.003
N -2.69601 0.19473 1.27084 -0.181 0.339 -0.240
C -1.87560 0.75992 0.19763 0.113 -0.360 0.109
C -1.60987 -0.32098 -0.83939 0.001 0.021 -0.135
N -0.47393 0.04808 -1.72021 -0.361 0.302 -0.324
H -3.57931 -0.11693 0.87712 0.029 -0.157 0.041
H -2.96241 0.92658 1.92132 0.133 -0.036 0.086
H -0.92904 1.08608 0.64020 -0.031 0.081 -0.041
H -2.30879 1.62554 -0.31499 -0.054 0.099 0.070
H -1.37069 -1.26768 -0.35632 0.045 -0.019 0.175
H -2.51836 -0.49610 -1.41773 -0.087 0.013 -0.029
H -0.55976 -0.50194 -2.57250 0.236 -0.088 0.123
H -0.61985 1.00639 -2.04682 0.055 -0.138 0.159